{"formula": "C13H31IN4O7P", "method": "ωB97M-V/def2-TZVPD", "total_charge": 1, "de_lowest_ev": 0.1542, "lumo_energy_ev": -3.00, "elements": ["C", "C", "I", "C", "N", "C", "N", "P", "O", "O", "O", "N", "C", "N", "C", "C", "O", "H", "H", "H", "H", "H", "H", "H", "H", "H", "H", "H", "H", "H", "C", "C", "O", "H", "H", "H", "H", "H", "H", "C", "C", "O", "H", "H", "H", "H", "H", "H", "C", "C", "O", "H", "H", "H", "H", "H", "H"], "positions_angstrom": [[-0.35637, 3.95258, 2.30216], [0.48461, 2.92768, 1.55396], [-0.63155, 2.22049, -0.13012], [0.98533, 1.75149, 2.39185], [0.02553, 0.68322, 2.63632], [-0.01822, -0.54100, 2.06209], [0.81687, -1.01182, 1.11907], [0.76446, -2.59202, 0.46809], [0.53141, -3.61272, 1.47601], [-0.30750, -2.66582, -0.66622], [2.19095, -2.73737, -0.17908], [-1.01240, -1.25879, 2.55232], [-1.58866, -0.49459, 3.45143], [-0.98406, 0.68701, 3.53219], [-1.37366, 1.73991, 4.47598], [-1.36154, 1.12168, 5.89537], [-0.32476, 0.66154, 6.32134], [-0.42513, 4.87325, 1.74490], [-1.36514, 3.57152, 2.41315], [0.03250, 4.15884, 3.29439], [1.36259, 3.44323, 1.19340], [1.39610, 2.08102, 3.34078], [1.79103, 1.28852, 1.84333], [1.54284, -0.40924, 0.76755], [-0.05097, -2.23361, -1.49594], [2.70123, -3.21146, 0.50322], [-2.42749, -0.77989, 4.05138], [-2.35129, 2.11726, 4.21515], [-0.63363, 2.52210, 4.50951], [-2.28719, 1.08341, 6.48815], [-2.42142, 6.33133, -3.38177], [-2.71169, 5.15570, -2.46891], [-2.08279, 5.31084, -1.19428], [-1.34677, 6.44581, -3.52399], [-2.89165, 6.19668, -4.35615], [-2.79365, 7.26031, -2.94444], [-2.32292, 4.23338, -2.89903], [-3.79050, 5.03886, -2.32551], [-2.42497, 6.11700, -0.79855], [5.15339, -5.22296, -1.85955], [5.42392, -5.06676, -0.37567], [4.26035, -4.61206, 0.32296], [4.82579, -4.27549, -2.28843], [6.04757, -5.55615, -2.38654], [4.35852, -5.95196, -2.03280], [6.20234, -4.32637, -0.20374], [5.75056, -6.01571, 0.05764], [3.56887, -5.26900, 0.19170], [-2.32492, -3.00550, -5.28959], [-2.07534, -3.06229, -3.79527], [-1.71335, -1.77693, -3.27478], [-1.43779, -2.64511, -5.81052], [-2.58529, -3.98936, -5.67999], [-3.14064, -2.31612, -5.51894], [-1.25027, -3.73609, -3.57034], [-2.96392, -3.42357, -3.26984], [-2.43932, -1.17492, -3.45538]], "nbo_charge": [-0.641, -0.322, 0.133, -0.253, -0.166, 0.606, -0.931, 2.478, -1.074, -0.962, -0.994, -0.432, 0.278, -0.141, -0.328, 0.402, -0.457, 0.254, 0.208, 0.207, 0.244, 0.241, 0.235, 0.434, 0.531, 0.547, 0.239, 0.238, 0.259, 0.156, -0.635, -0.061, -0.736, 0.214, 0.221, 0.202, 0.172, 0.160, 0.463, -0.635, -0.059, -0.753, 0.211, 0.223, 0.202, 0.181, 0.168, 0.470, -0.635, -0.063, -0.749, 0.215, 0.223, 0.201, 0.177, 0.165, 0.469]}

{"formula": "C4H9N2O", "method": "ωB97M-V/def2-TZVPD", "total_charge": 1, "de_lowest_ev": 3.1730, "lumo_energy_ev": -4.44, "elements": ["C", "C", "C", "C", "N", "N", "O", "H", "H", "H", "H", "H", "H", "H", "H", "H"], "positions_angstrom": [[2.54293, -0.25096, -0.04402], [-0.36981, 0.00180, -0.32406], [2.76597, 1.06329, 0.39347], [-2.47135, -1.20853, 0.18299], [-1.02082, 1.09750, -0.66827], [-1.02479, -1.05874, 0.07804], [2.64075, -1.33980, -0.35851], [2.80339, 1.72709, -0.47809], [1.96942, 1.41223, 1.05206], [3.72902, 1.12795, 0.91881], [-2.94119, -1.12987, -0.79810], [-2.88677, -0.44504, 0.84206], [-2.69453, -2.18628, 0.59904], [-0.52845, 1.90699, -1.00161], [-2.03402, 1.15842, -0.69871], [-0.47973, -1.87604, 0.30489]], "nbo_charge": [0.950, 0.163, -0.828, -0.454, -0.802, -0.586, -0.269, 0.329, 0.335, 0.317, 0.211, 0.208, 0.234, 0.404, 0.385, 0.404]}

{"formula": "C4H6ClFS", "method": "ωB97M-V/def2-TZVPD", "smiles": "F[C@@H](Cl)C1CSC1", "de_lowest_ev": 0.4796, "lumo_energy_ev": 0.77, "elements": ["F", "C", "Cl", "C", "C", "S", "C", "H", "H", "H", "H", "H", "H"], "positions_angstrom": [[-2.22796, 0.89053, -0.52230], [-1.45719, 0.02972, 0.27165], [-1.90139, -1.62537, -0.20158], [0.00710, 0.45642, 0.12347], [0.68136, 0.00155, -1.22393], [2.11639, -0.80643, -0.38862], [1.11609, -0.19652, 0.97296], [-1.75798, 0.18846, 1.28542], [-0.13518, 1.50954, 0.21625], [0.98526, 0.78083, -1.92825], [0.08057, -0.72704, -1.78227], [0.80128, -1.01416, 1.62628], [1.69165, 0.51247, 1.55093]], "nbo_charge": [-0.357, 0.217, -0.045, -0.289, -0.487, 0.171, -0.513, 0.180, 0.235, 0.221, 0.226, 0.222, 0.221]}

{"formula": "C6H24KN12O6", "method": "ωB97M-V/def2-TZVPD", "total_charge": 1, "de_lowest_ev": 7.3877, "lumo_energy_ev": -2.40, "elements": ["K", "C", "O", "N", "N", "H", "H", "H", "H", "C", "O", "N", "N", "H", "H", "H", "H", "C", "O", "N", "N", "H", "H", "H", "H", "C", "O", "N", "N", "H", "H", "H", "H", "C", "O", "N", "N", "H", "H", "H", "H", "C", "O", "N", "N", "H", "H", "H", "H"], "positions_angstrom": [[-0.19926, -0.75255, -0.08803], [0.42863, -0.97805, 5.74294], [0.20699, -0.87478, 4.57715], [-0.39139, -0.63744, 6.68381], [1.51072, -1.55079, 6.14011], [0.13953, -0.60481, 7.54239], [-1.20741, -0.05492, 6.56182], [2.07734, -2.03303, 5.45711], [1.54349, -1.58407, 7.14903], [2.61836, 0.12845, -4.87391], [1.74315, -0.11161, -4.12715], [2.56979, -0.18673, -6.11912], [3.68126, 0.82248, -4.46860], [3.16109, 0.16315, -6.85942], [1.59652, -0.32895, -6.34853], [3.72532, 1.02600, -3.48029], [4.51143, 0.87998, -5.04098], [-5.36575, -0.13977, -1.51962], [-4.29914, -0.27544, -2.12743], [-6.07487, -0.95983, -0.81432], [-6.02351, 0.98555, -1.58158], [-5.61035, -1.78702, -0.46781], [-6.92874, -0.71188, -0.33523], [-5.45395, 1.76696, -1.87328], [-6.98593, 0.97182, -1.27554], [-1.16764, 4.28524, -1.63130], [-1.27808, 3.52057, -0.70410], [-0.02920, 4.44401, -2.20374], [-2.07868, 5.15458, -2.05138], [0.21234, 5.10349, -2.92958], [0.75528, 3.87745, -1.91444], [-1.69070, 5.85361, -2.66857], [-2.91860, 5.29677, -1.50878], [3.66688, 2.60633, 1.73542], [3.20578, 2.22341, 0.69341], [4.50256, 3.55740, 2.00500], [3.45346, 1.97379, 2.75538], [4.72000, 3.81059, 2.95827], [4.58121, 4.25797, 1.28175], [3.87902, 2.26894, 3.62250], [2.99399, 1.07769, 2.83277], [-0.71844, -6.06803, -0.03131], [-1.28381, -4.95136, 0.02548], [0.57085, -6.34157, -0.09286], [-1.28085, -7.13314, -0.21920], [1.22995, -5.57667, -0.06803], [0.87454, -7.30171, -0.01538], [-0.88524, -8.05300, -0.08719], [-2.28795, -7.05906, -0.23762]], "nbo_charge": [0.994, 0.743, -0.704, -0.805, -0.816, 0.366, 0.419, 0.422, 0.377, 0.754, -0.686, -0.821, -0.839, 0.393, 0.407, 0.407, 0.385, 0.749, -0.689, -0.818, -0.832, 0.400, 0.391, 0.415, 0.383, 0.752, -0.694, -0.818, -0.827, 0.383, 0.409, 0.383, 0.412, 0.730, -0.703, -0.813, -0.768, 0.387, 0.401, 0.365, 0.401, 0.745, -0.721, -0.825, -0.776, 0.396, 0.385, 0.391, 0.405]}

no.,calculated total energy (hartree),HOMO (eV)
1,-1898.52266,-12.4
2,-342.24066,-12.5
3,-1114.22969,-8.8
4,-1951.37376,-11.4